{"formula": "C6H12O", "method": "wB97M-V/def2-TZVPD", "homo_energy_ev": -9.184, "smiles": "C/C=C/[C@H](C)OC", "fmax_ev_per_a": 1.1, "e_above_lowest_kcal_mol": 36.3, "e_tot_ha": -311.001420, "symbols": ["O", "C", "C", "C", "C", "C", "C", "H", "H", "H", "H", "H", "H", "H", "H", "H", "H", "H", "H"], "positions_angstrom": [[0.974957, 0.940847, 1.078066], [-0.093003, 0.031491, 1.177776], [-1.326578, 0.847832, 1.542438], [2.191547, 0.249442, 0.928259], [-0.094595, -0.254463, -1.315612], [-0.766144, -0.637704, -2.601169], [-0.385592, -0.711295, -0.103549], [2.453253, -0.307596, 1.840618], [0.659351, 0.532205, -1.430401], [-2.209303, 0.202659, 1.595192], [-1.175493, 1.337451, 2.507570], [-0.040910, -0.454337, -3.375765], [2.066354, -0.530724, 0.139035], [-1.624851, 0.011725, -2.813898], [-1.494795, 1.616821, 0.779921], [-1.054704, -1.566148, -0.004426], [2.953958, 1.044052, 0.799465], [-1.145883, -1.655662, -2.720974], [0.112432, -0.696593, 1.977455]], "forces_ev_per_a": [[-0.057, -0.190, 0.019], [-0.262, -0.103, 0.082], [-0.068, -0.006, 0.105], [0.312, -0.078, 0.122], [-0.149, -0.006, 0.120], [0.069, -0.068, -0.230], [-0.350, 0.163, -0.330], [-0.098, 0.134, 0.092], [-0.448, 0.037, 0.246], [0.091, 0.135, 0.023], [-0.057, -0.055, -0.059], [0.092, -0.097, -0.675], [0.728, 0.867, 0.163], [0.203, 0.096, 0.177], [0.046, -0.181, 0.103], [-0.093, 0.169, 0.019], [-0.236, -0.842, -0.465], [0.229, -0.040, 0.440], [0.049, 0.065, 0.048]], "nbo_charge": [-0.534, 0.064, -0.605, -0.264, -0.179, -0.646, -0.228, 0.161, 0.201, 0.209, 0.216, 0.211, 0.184, 0.220, 0.217, 0.198, 0.198, 0.215, 0.164]}